ORCA calculation (ωB97M-V/def2-TZVPD) on C4H8N2O in the gas phase.

```
15
Properties=species:S:1:pos:R:3:lowdin_charge:R:1
C -1.36165 -0.70399 -0.37703 -0.06
N -0.31897 1.55258 1.17879 -0.06
C 0.08406 -0.31062 -0.28714 -0.29
C 0.51097 0.70836 0.48355 -0.10
C 1.04538 -1.05754 -1.06235 -0.25
O 0.25345 2.21103 2.28937 -0.05
N 0.69222 -2.04025 -1.77946 0.08
H 0.38247 3.13522 2.03067 0.10
H -1.21726 1.16092 1.44293 0.13
H 1.44809 -2.50313 -2.27689 0.04
H 1.55689 0.97787 0.53782 0.12
H 2.08449 -0.70712 -0.96574 0.11
H -1.43145 -1.61112 -0.96885 0.06
H -1.94828 0.07756 -0.85828 0.08
H -1.78039 -0.88977 0.61261 0.08
```

## Properties
HOMO-LUMO gap: 8.983 eV
ΔE to the lowest compared entry with this formula, charge and spin: 77.38 kcal per mole
HOMO energy: -8.2 eV
E: -9303.0377 eV
LUMO: 0.80 eV
SMILES: [H]/N=C/C(C)=C/NO
net charge: 0